i) The following is a quantum chemistry calculation of a cluster of 40 separate species, H80O40 in total, from OMol25.

LUMO (spin up / spin down)	1.274 / 1.240	eV
highest occupied orbital energy (spin up / spin down)	-0.17 / -7.62	eV
multiplicity	2
expectation value of S²	0.7506
orbital gap (spin up / spin down)	0.053 / 0.326	Ha
net charge	-1

```
120
H80O40 (ωB97M-V/def2-TZVPD)
H -4.28 -0.21 3.79
H -4.77 -1.28 4.75
O -4.56 -0.34 4.68
H -2.21 4.70 0.60
H -2.56 4.05 -0.94
O -2.59 4.01 0.06
H -3.01 -0.31 6.07
H -2.17 -1.14 5.70
O -2.13 -0.54 6.37
H -3.89 0.36 1.39
H -4.03 -1.24 1.65
O -4.11 -0.53 0.96
H 0.74 -4.63 -4.64
H 0.75 -3.03 -4.34
O 0.36 -3.89 -4.14
H 0.41 1.89 -3.06
O -0.11 2.44 -2.41
H -0.53 4.23 -1.27
O -0.01 4.75 -0.76
H -2.01 -4.30 -2.88
H -3.58 -3.56 -2.47
O -3.04 -4.38 -2.72
H 0.70 -5.88 2.62
H -0.20 -4.71 2.54
O 0.00 -5.41 2.02
H -5.83 -2.99 -0.22
H -5.01 -4.08 -0.16
O -5.26 -3.49 0.57
H 3.07 3.59 -1.41
H 3.28 4.47 -0.02
O 3.72 4.09 -0.82
H 4.60 1.91 4.33
O 4.76 1.70 3.38
H -4.77 3.30 2.45
H -3.49 3.39 3.21
O -4.25 2.82 2.94
H 0.45 -4.14 4.89
H 1.01 -3.36 3.68
O 0.28 -3.88 4.00
H -3.98 -3.46 3.81
H -4.58 -3.25 2.31
O -4.50 -2.94 3.26
H 5.12 -4.05 0.90
H 5.51 -2.69 0.29
O 5.20 -3.13 0.99
H 1.71 -0.66 -1.26
H 3.03 -1.05 -1.27
O 2.48 -0.37 -1.52
H 2.91 -2.08 -3.72
H 3.36 -0.63 -4.20
O 2.95 -1.39 -4.51
H 2.28 3.46 1.28
O 2.84 2.78 1.15
H 4.69 -0.67 2.35
H 4.83 -2.10 2.73
O 4.23 -1.42 2.49
H 0.30 2.14 6.56
O 0.62 2.33 5.71
H 0.36 4.65 3.32
H 2.00 4.48 3.74
O 1.24 4.61 3.09
H 4.76 1.73 -0.84
H 6.02 2.24 -0.09
O 5.53 1.47 -0.45
H -2.69 -1.03 -0.48
H -3.83 -2.02 -0.48
O -3.01 -1.84 -1.06
H -2.60 1.31 -1.03
H -3.75 1.38 -1.71
O -3.22 1.91 -1.33
H -0.85 -1.79 1.01
H -1.03 -3.20 0.61
O -0.82 -2.70 1.32
H -1.72 0.61 -6.40
H -2.10 0.62 -4.87
O -1.38 0.38 -5.61
H 0.75 -3.16 -1.41
H -0.60 -4.03 -1.72
O -0.13 -3.41 -1.29
H 4.91 -3.64 -2.21
H 4.98 -2.16 -1.45
O 4.47 -2.82 -1.87
H 2.71 3.19 -4.65
H 3.96 2.62 -4.99
O 3.02 2.63 -5.48
H -1.99 -1.79 -5.00
H -3.11 -2.55 -5.36
O -2.73 -2.32 -4.58
H 2.26 -1.35 1.20
O 1.84 -1.94 0.42
H 4.28 0.68 -2.71
H 4.40 2.24 -2.47
O 4.41 1.60 -3.26
H 3.27 2.55 1.97
H -1.08 1.99 -2.27
H 0.36 1.62 5.02
H -0.44 5.65 -0.92
H 5.79 2.06 3.41
H 0.98 -1.94 0.68
O -0.08 2.95 -5.18
H -0.49 2.29 -4.60
H -0.11 2.71 -6.11
O -2.11 2.48 3.91
H -1.13 2.43 4.21
H -2.60 3.07 4.61
O -1.29 2.01 0.34
H -0.72 2.81 0.16
H -1.82 2.00 1.10
O 1.15 0.98 0.77
H 1.57 1.46 -0.05
H 1.92 0.89 1.27
O 0.59 0.77 3.53
H 0.43 0.92 2.61
H 1.47 0.19 3.67
O -1.10 -0.50 -2.57
H -1.24 -0.64 -1.62
H -1.07 -1.18 -3.15
O -4.23 0.47 -3.58
H -4.65 -0.08 -4.09
H -4.43 0.26 -2.76
```

***

ii) The following is a quantum chemistry calculation of a cluster of 40 separate species, H80O40 in total, from OMol25.

LUMO (spin up / spin down)	1.370 / 1.317	eV
highest occupied orbital energy (spin up / spin down)	-0.68 / -8.61	eV
multiplicity	2
expectation value of S²	0.7508
orbital gap (spin up / spin down)	0.075 / 0.365	Ha
net charge	-1

```
120
H80O40 (ωB97M-V/def2-TZVPD)
H -2.10 -3.88 3.33
H -3.44 -3.17 3.07
O -3.04 -3.94 3.50
H -0.24 5.46 -0.28
H -1.18 4.46 -0.96
O -1.17 5.23 -0.34
H -0.53 -1.37 2.79
H 0.62 -0.59 2.99
O -0.20 -0.80 3.48
H -5.20 -1.12 0.81
H -5.74 -0.61 2.23
O -5.89 -0.62 1.29
H -4.07 4.65 -0.53
H -3.19 3.87 0.19
O -3.56 3.85 -0.70
H 1.53 -5.77 0.38
O 0.57 -5.60 0.40
H -2.39 -4.94 0.85
O -1.95 -5.35 1.61
H 0.33 -5.00 -2.37
H -0.22 -4.05 -1.39
O 0.60 -4.23 -1.87
H -4.67 3.23 1.65
H -4.04 3.28 3.05
O -3.93 3.60 2.14
H -0.18 -2.88 -5.76
H 0.73 -1.85 -5.88
O -0.02 -2.18 -6.39
H -4.63 0.32 -1.09
H -4.46 1.37 -2.22
O -4.09 0.55 -1.86
H -4.87 -0.80 -2.97
O -5.43 -1.59 -3.06
H 4.80 -0.05 -2.88
H 4.02 0.37 -4.12
O 4.60 -0.31 -3.79
H -1.22 -0.42 6.41
H 0.11 -0.30 5.71
O -0.28 -0.59 6.54
H 2.42 3.52 4.17
H 0.94 3.45 4.13
O 1.71 2.87 4.21
H 3.26 1.50 -4.91
H 1.60 1.41 -4.77
O 2.46 1.64 -4.41
H -2.08 3.43 5.49
H -3.03 2.84 4.42
O -2.95 3.06 5.35
H 3.72 -0.35 1.28
H 5.06 -0.82 2.05
O 4.47 -0.95 1.30
H 1.68 -0.74 -1.74
O 1.53 -0.10 -1.04
H 4.28 4.75 1.69
H 3.14 5.78 1.33
O 3.89 5.60 1.89
H -0.29 1.61 3.88
O -1.08 1.52 4.41
H 4.28 -2.02 -4.00
H 4.03 -3.33 -3.41
O 3.93 -2.90 -4.28
H 0.29 -3.77 1.75
H -0.44 -3.28 0.46
O -0.27 -3.13 1.39
H 1.43 1.00 2.10
H 1.38 -0.04 0.78
O 1.85 0.33 1.55
H 0.41 4.25 2.30
H -0.45 5.40 1.55
O 0.39 5.09 1.88
H 1.08 4.76 -4.77
H 2.38 3.86 -4.92
O 1.83 4.37 -4.31
H 0.84 3.43 -2.38
H 1.66 2.24 -1.96
O 0.77 2.61 -1.85
H 3.68 -5.27 0.92
H 3.78 -5.47 -0.57
O 3.22 -5.05 0.10
H 5.21 0.29 -0.40
H 4.33 1.36 -0.85
O 4.91 0.69 -1.22
H -1.47 0.80 1.45
H -2.84 1.34 1.30
O -2.39 0.52 1.54
H 3.17 -2.98 -0.28
H 1.90 -3.46 -1.08
O 2.59 -2.78 -1.02
H -1.88 3.42 1.73
O -1.19 2.95 2.22
H -3.15 -0.73 0.59
H -2.94 -1.89 -0.33
O -3.49 -1.64 0.43
H 0.86 0.59 -1.04
H 0.24 -5.29 1.23
H -1.30 0.60 4.56
H -2.12 -6.27 1.36
H -4.97 -2.28 -2.56
H -1.68 2.51 2.94
O 0.63 -3.23 3.97
H 0.14 -3.96 3.57
H -0.07 -2.57 4.09
O -1.41 0.92 -1.04
H -0.63 1.09 -1.59
H -2.09 1.52 -1.37
O 1.26 -4.57 -4.77
H 0.52 -4.36 -5.33
H 1.79 -3.93 -4.31
O -1.19 -1.79 -1.21
H -0.52 -1.29 -0.70
H -1.60 -1.03 -1.68
O -1.60 4.08 -2.56
H -1.46 3.20 -2.94
H -1.54 4.70 -3.29
O 3.57 2.88 0.79
H 2.73 2.48 0.54
H 3.60 2.62 1.72
O 0.31 -1.84 -3.53
H 1.18 -2.12 -3.24
H -0.18 -1.89 -2.69
```

***

Stability verdict: ii), ahead by 11.275 eV

***

i) The following is a quantum chemistry calculation of a structure of composition C7H8O3, from OMol25.

LUMO	0.078	eV
highest occupied orbital energy	-8.88	eV
multiplicity	1
orbital gap	0.329	Ha

```
18
C7H8O3 (ωB97M-V/def2-TZVPD)
O 0.47 -2.30 4.38
C 0.87 -2.14 3.03
C 2.16 -2.81 2.84
C 3.22 -3.24 2.43
C 4.36 -3.64 1.75
C 5.42 -4.01 1.30
C -0.20 -2.66 2.05
C -0.37 -4.14 2.05
O -0.89 -3.76 0.79
H -0.21 -1.65 4.59
H 1.02 -1.07 2.82
H 6.42 -4.31 1.05
H -1.12 -2.09 2.25
H 0.55 -4.73 1.98
H -1.15 -4.49 2.74
O 0.61 -2.06 0.25
H -0.17 -3.15 -0.06
H 0.19 -1.21 0.10
```

***

ii) The following is a quantum chemistry calculation of the molecule C7H8O3, from OMol25.

LUMO (spin up / spin down)	-1.389 / -1.796	eV
highest occupied orbital energy (spin up / spin down)	-8.89 / -8.89	eV
multiplicity	1
orbital gap (spin up / spin down)	0.276 / 0.261	Ha

```
18
C7H8O3 (ωB97M-V/def2-TZVPD)
C 0.35 0.65 -0.13
C -1.88 -0.51 0.07
C 0.36 -1.78 0.28
C -1.16 0.73 -0.03
C 1.19 -0.54 0.08
C -1.90 1.90 -0.27
C 2.64 -0.51 -0.11
O 1.02 1.74 -0.29
O -3.07 -0.67 0.19
O -1.11 -1.60 0.14
H 0.55 -2.66 -0.29
H 0.53 -2.07 1.39
H -2.04 2.36 0.74
H -2.89 1.64 -0.50
H -1.56 2.71 -0.75
H 3.22 -1.37 0.30
H 2.92 0.47 0.31
H 2.83 -0.47 -1.13
```

***

Stability verdict: ii), ahead by 5.626 eV

***

i) The following is a quantum chemistry calculation of the molecule C3H5NOS, from OMol25.

LUMO	-0.084	eV
highest occupied orbital energy	-8.24	eV
multiplicity	1
orbital gap	0.300	Ha

```
11
C3H5NOS (ωB97M-V/def2-TZVPD)
C -1.14 1.10 -0.65
C -0.15 0.45 0.45
O 0.06 0.78 1.69
N 0.41 -0.55 -0.07
C 1.53 -1.23 0.49
S 2.22 -0.90 1.87
H -1.02 1.19 -1.71
H -2.03 0.27 -0.42
H -1.89 1.86 -0.43
H 0.08 -1.09 -1.02
H 1.94 -1.87 -0.22
```

***

ii) The following is a quantum chemistry calculation of the molecule C3H5NOS, from OMol25.

LUMO (spin up / spin down)	0.529 / 0.530	eV
highest occupied orbital energy (spin up / spin down)	-7.41 / -7.41	eV
multiplicity	1
orbital gap (spin up / spin down)	0.292 / 0.292	Ha

```
11
C3H5NOS (ωB97M-V/def2-TZVPD)
S 0.95 1.09 2.39
N 0.16 0.49 1.02
C -0.98 0.90 0.49
O -1.29 0.29 -0.65
C -0.24 -0.47 -1.15
C 0.75 -0.52 0.07
H -1.60 1.57 1.05
H 0.14 -0.04 -2.06
H -0.38 -1.50 -1.62
H 0.67 -1.45 0.53
H 1.80 -0.36 -0.06
```

***

Stability verdict: ii), ahead by 0.370 eV

***

i) The following is a quantum chemistry calculation of the molecule C3H5NOS, from OMol25.

LUMO	0.901	eV
highest occupied orbital energy	-8.84	eV
multiplicity	1
orbital gap	0.358	Ha

```
11
C3H5NOS (ωB97M-V/def2-TZVPD)
C -2.90 -0.71 -0.08
C -2.06 0.29 0.01
O -0.72 -0.01 0.12
C 0.16 1.04 0.04
N 1.39 0.97 -0.07
S 2.08 -0.63 -0.02
H -2.73 -1.81 -0.03
H -3.95 -0.51 -0.11
H -2.34 1.37 0.06
H -0.38 1.97 -0.09
H 0.96 -1.41 0.18
```

***

ii) The following is a quantum chemistry calculation of a cluster of 2 separate species, C3H5NOS in total, from OMol25.

LUMO	0.339	eV
highest occupied orbital energy	-9.29	eV
multiplicity	1
orbital gap	0.354	Ha

```
11
C3H5NOS (ωB97M-V/def2-TZVPD)
C 0.71 0.21 -0.06
C 0.64 1.12 -0.98
C -2.46 -0.28 -1.13
N -1.91 0.61 -0.49
O -4.20 -0.01 0.78
S -2.84 -0.47 0.60
H 1.03 -0.79 -0.06
H 0.47 0.44 0.91
H 0.35 2.18 -0.86
H 0.86 0.90 -1.99
H -2.36 -0.72 -2.13
```

***

iii) The following is a quantum chemistry calculation of the molecule C3H5NOS, from OMol25.

LUMO	0.403	eV
highest occupied orbital energy	-9.53	eV
multiplicity	1
orbital gap	0.365	Ha

```
11
C3H5NOS (ωB97M-V/def2-TZVPD)
O -1.52 -3.27 -0.17
N -1.08 -2.19 -0.20
C -0.56 -1.17 -0.40
C -0.65 0.27 -0.14
C 0.73 0.90 -0.17
S 1.89 0.20 1.03
H -1.08 0.37 0.79
H -1.37 0.77 -0.94
H 1.00 0.67 -1.20
H 0.57 2.05 -0.25
H 2.07 1.40 1.65
```

***

Stability verdict: i), ahead by 1.526 eV

***

i) The following is a quantum chemistry calculation of the molecule C3H5NOS, from OMol25.

LUMO	0.840	eV
highest occupied orbital energy	-8.53	eV
multiplicity	1
orbital gap	0.344	Ha

```
11
C3H5NOS (ωB97M-V/def2-TZVPD)
O -0.27 -2.03 -0.59
N -0.08 -0.73 -0.28
C -0.96 0.41 -0.43
C 0.16 1.18 0.32
C 0.90 -0.15 0.40
S 2.26 -0.80 1.07
H 0.49 -2.43 -0.16
H -1.90 0.32 0.13
H -1.15 0.68 -1.44
H 0.68 1.94 -0.28
H -0.11 1.60 1.28
```

***

ii) The following is a quantum chemistry calculation of the molecule C3H5NOS, from OMol25.

LUMO	0.201	eV
highest occupied orbital energy	-9.54	eV
multiplicity	1
orbital gap	0.358	Ha

```
11
C3H5NOS (ωB97M-V/def2-TZVPD)
C -0.25 -1.90 1.33
C -0.92 -0.59 1.16
O -1.85 -0.25 1.81
C -0.29 0.42 0.16
N 0.55 -0.01 -0.67
S 1.15 1.21 -1.74
H 0.24 -2.30 0.45
H 0.53 -1.77 2.04
H -0.93 -2.62 1.75
H -0.53 1.49 0.39
H 1.96 0.38 -2.42
```

***

iii) The following is a quantum chemistry calculation of the molecule C3H5NOS, from OMol25.

LUMO	0.841	eV
highest occupied orbital energy	-8.97	eV
multiplicity	1
orbital gap	0.361	Ha

```
11
C3H5NOS (ωB97M-V/def2-TZVPD)
C -0.24 -0.52 1.19
C -1.07 -0.56 0.16
C 1.09 0.14 0.98
N -0.76 1.03 -2.19
O 1.17 0.37 -0.47
S -0.07 -0.17 -1.51
H -0.45 -0.82 2.16
H -2.03 -1.01 0.15
H 1.33 0.97 1.55
H 1.80 -0.58 1.17
H -0.78 1.14 -3.18
```

***

Stability verdict: ii), ahead by 1.169 eV

***

i) The following is a quantum chemistry calculation of the molecule C3H5NOS, from OMol25.

LUMO	0.637	eV
highest occupied orbital energy	-9.17	eV
multiplicity	1
orbital gap	0.360	Ha

```
11
C3H5NOS (ωB97M-V/def2-TZVPD)
C -1.29 1.24 -2.04
C -0.97 0.43 -1.19
S -0.51 -0.86 -0.11
C 0.29 0.02 1.23
N 0.64 -1.66 -1.13
O -1.65 -1.53 0.42
H -1.16 1.92 -2.82
H -0.04 -0.44 2.18
H 1.45 -0.26 1.16
H 0.06 1.06 1.14
H 1.00 -2.30 -0.47
```

***

ii) The following is a quantum chemistry calculation of the molecule C3H5NOS, from OMol25.

LUMO	-0.259	eV
highest occupied orbital energy	-9.01	eV
multiplicity	1
orbital gap	0.321	Ha

```
11
C3H5NOS (ωB97M-V/def2-TZVPD)
C -2.41 0.36 -0.03
S -1.21 -0.89 -0.06
N 0.21 0.01 0.05
C 1.34 -0.62 0.07
C 2.59 0.15 -0.01
O 3.66 -0.37 -0.10
H -2.38 1.05 -0.90
H -3.35 -0.12 -0.10
H -2.34 0.88 0.90
H 1.44 -1.70 0.17
H 2.45 1.26 0.01
```

***

Stability verdict: ii), ahead by 4.025 eV